Molecular formula: C22H19ClN4O2
Method: DFT, the ωB97M-V functional and the def2-TZVPD basis

Properties
SMILES: [H]/N=C(\N)NC[C@H](Oc1noc2ccc(-c3ccccc3Cl)cc12)c1ccccc1
HOMO-LUMO gap, hartree: 0.316
Lowest unoccupied orbital energy, eV: 0.34
2S+1: 1
Electronic energy, hartree: -1679.3087
HOMO, eV: -8.3
ΔE to the lowest compared entry with this formula, charge and spin, kcal per mole: 81.7

Geometry (Å):
C  1.659  2.412  -1.164
C  2.555  -1.556  -2.662
H  -0.556  -3.774  5.827
C  -4.061  -1.582  0.728
N  1.871  3.391  -2.240
H  -4.340  -2.295  2.738
C  -2.009  -1.286  3.952
C  -2.021  -0.320  0.321
H  -4.808  -2.148  0.218
H  1.330  2.979  -0.294
O  -0.140  0.961  -0.414
H  -0.614  -1.991  7.597
O  -3.056  -0.883  -1.505
C  -1.589  -0.462  6.248
C  -1.425  -2.499  4.292
C  -2.493  -1.000  2.551
H  1.580  4.358  -2.130
H  2.829  1.356  -3.020
C  -3.783  -1.620  2.127
H  4.084  2.046  -4.008
C  2.084  -0.514  -1.830
N  3.445  2.127  -3.267
N  -1.898  -0.087  -1.838
C  1.167  0.358  -2.435
H  3.308  -2.232  -2.343
H  -2.689  0.671  4.667
H  0.075  1.073  -4.153
Cl  -1.311  -3.850  3.133
H  -1.543  0.362  6.971
C  1.211  -0.708  -4.592
H  -0.147  2.038  -2.226
H  0.869  -0.991  -5.592
H  2.327  -0.446  -0.781
C  2.980  3.341  -2.890
H  4.139  4.501  -3.996
C  -1.667  -0.443  1.649
N  3.357  4.468  -3.423
H  2.560  -2.267  -4.537
C  -3.177  -0.916  -0.150
C  0.782  0.338  -3.769
H  2.464  1.795  -0.789
H  -0.775  -0.176  2.197
C  -2.153  -0.269  4.951
C  2.119  -1.606  -3.952
C  -0.968  -1.642  6.606
C  -1.257  0.219  -0.747
C  -0.877  -2.716  5.594
C  0.562  1.487  -1.617

Molecular formula: C9H8BrFN
Method: DFT, the ωB97M-V functional and the def2-TZVPD basis

Properties
HOMO-LUMO gap (spin up / spin down), hartree: 0.254 / 0.254
Lowest unoccupied orbital energy (spin up / spin down), eV: -5.70 / -5.70
Charge: +1
2S+1: 1
Electronic energy, hartree: -3075.8992
HOMO (spin up / spin down), eV: -12.6 / -12.6

Geometry (Å):
H  0.713  2.270  0.974
Br  -2.600  2.014  0.649
H  2.355  0.104  -0.458
F  1.165  -1.657  0.750
C  -2.893  -0.842  0.357
N  2.271  0.981  0.058
C  -0.195  -1.464  0.550
H  2.625  0.709  0.965
C  0.977  1.752  0.076
C  0.426  2.104  -1.170
C  -0.633  -0.197  0.400
C  0.014  2.190  -2.297
H  -0.689  2.335  -3.097
H  -3.092  -3.042  0.193
H  -3.974  -0.755  0.371
C  -2.454  -2.111  0.342
H  2.881  1.612  -0.327
H  -0.923  -3.564  0.306
C  -1.106  -2.546  0.459
C  -1.950  0.168  0.401

Molecular formula: C32H60N2OP3W
Method: DFT, the ωB97M-V functional and the def2-TZVPD basis

Properties
HOMO-LUMO gap (spin up / spin down), hartree: 0.232 / 0.251
Lowest unoccupied orbital energy (spin up / spin down), eV: -11.29 / -11.21
Charge: +3
2S+1: 3
Electronic energy, hartree: -2530.2817
HOMO (spin up / spin down), eV: -17.6 / -18.0

Geometry (Å):
H  -1.796  2.213  -3.027
H  0.123  -3.411  -3.427
H  -1.103  -0.142  5.547
H  -3.245  3.489  2.489
C  -0.103  -3.633  -1.190
H  3.105  -1.707  -4.089
C  -2.798  0.459  1.742
H  0.467  0.022  -4.910
C  -1.483  3.040  1.248
H  4.844  -0.283  2.508
C  0.247  1.573  -3.374
H  -5.007  -0.028  0.292
C  -2.265  3.919  2.238
C  -0.079  -1.876  1.713
H  0.287  3.321  -0.044
C  2.680  1.451  1.861
C  2.116  -1.619  -3.615
C  0.244  0.659  -2.112
H  2.502  -4.107  -2.526
H  0.714  -4.955  -2.764
C  -1.182  -0.185  4.450
W  0.273  -0.244  0.636
P  2.459  -0.367  1.952
H  1.478  -5.070  -0.704
H  2.003  2.140  -4.558
H  -2.337  3.922  -0.522
H  3.017  1.710  0.841
H  -3.395  1.608  4.041
C  -2.470  1.917  4.546
H  -2.539  1.570  5.585
H  2.648  -1.883  3.810
H  1.790  -0.577  -3.733
H  3.518  -1.170  -0.537
H  -2.223  -3.059  -1.432
H  -1.012  -4.624  -2.876
C  -0.794  2.659  -3.132
N  -1.724  -0.361  -0.269
C  -2.314  2.929  -0.040
H  -0.557  3.239  -2.229
H  -0.362  -0.806  4.068
C  -4.112  -0.200  -0.307
H  -1.914  -4.680  -0.753
H  1.393  -0.677  4.164
H  2.743  0.103  -1.513
C  -2.895  -0.076  0.349
C  -0.189  0.849  -4.644
H  -2.458  4.878  1.741
H  1.434  -2.289  -4.155
C  0.683  -4.524  -0.191
H  4.133  -0.777  -2.165
C  -0.143  3.699  0.901
C  1.658  2.189  -3.515
H  -0.822  3.351  -3.988
H  4.027  -3.205  -2.383
C  -0.040  -4.168  -2.649
C  -1.201  1.271  3.939
H  4.602  -0.291  0.768
H  -1.719  -3.251  0.282
C  3.220  -0.883  -1.551
H  -0.006  -5.259  0.249
H  3.469  1.701  2.592
P  -1.177  1.288  2.016
C  -1.744  -0.647  -1.584
O  -0.282  -2.817  2.414
H  -0.428  -1.173  -3.186
C  0.052  2.031  4.398
C  -1.582  -3.625  -0.743
H  0.979  1.493  4.147
H  -2.409  3.009  4.577
H  -2.119  -0.705  4.213
H  -0.161  1.561  -5.475
H  0.630  3.584  1.681
C  3.012  -3.313  -1.968
H  -5.052  -0.445  -2.229
H  -1.856  2.213  -0.743
H  -1.218  0.486  -4.563
H  -2.897  -0.341  2.491
H  3.115  -3.608  -0.913
P  0.673  -1.916  -1.133
C  -2.906  -0.693  -2.326
H  1.631  3.246  -3.212
C  2.305  -1.956  -2.133
H  -0.323  4.786  0.805
N  0.613  0.995  -0.940
C  -0.384  -0.769  -2.177
C  4.246  -0.737  1.701
C  -4.120  -0.441  -1.677
H  0.010  2.132  5.495
H  -3.621  1.167  1.938
H  1.747  1.988  2.087
H  4.439  -1.816  1.688
H  -2.828  -0.927  -3.387
H  0.111  3.049  3.982
H  2.397  1.678  -2.882
H  3.106  -0.236  4.331
H  -1.688  4.124  3.146
H  -3.357  2.632  0.144
C  2.387  -0.816  3.731
H  1.111  -3.972  0.658

Molecular formula: C3H5FN2
Method: DFT, the ωB97M-V functional and the def2-TZVPD basis

Properties
SMILES: C=C(F)/C=N\N
HOMO-LUMO gap, hartree: 0.353
Lowest unoccupied orbital energy, eV: 1.03
2S+1: 1
Electronic energy, hartree: -326.6122
HOMO, eV: -8.6
ΔE to the lowest compared entry with this formula, charge and spin, kcal per mole: 36.3

Geometry (Å):
H  3.003  0.543  -0.167
F  0.533  1.283  0.034
C  2.230  -0.287  -0.040
H  0.087  -2.072  0.100
H  2.566  -1.402  0.026
N  -1.434  -0.783  -0.030
H  -2.946  0.369  0.213
N  -1.995  0.438  -0.065
C  0.949  -0.028  0.044
H  -1.424  1.279  -0.003
C  -0.193  -0.994  0.027

Molecular formula: H4NOP2
Method: DFT, the ωB97M-V functional and the def2-TZVPD basis

Properties
HOMO-LUMO gap, hartree: 0.252
Lowest unoccupied orbital energy, eV: 3.76
Charge: -1
2S+1: 1
Electronic energy, hartree: -815.0066
HOMO, eV: -3.1
ΔE to the lowest compared entry with this formula, charge and spin, kcal per mole: 87.4

Geometry (Å):
P  -1.109  -0.097  0.055
H  -2.405  0.456  -0.420
H  -0.254  1.024  -0.058
O  2.521  0.901  0.291
N  -0.618  -1.471  -0.320
P  2.173  -0.564  0.146
H  -1.601  0.224  1.295
H  1.293  -0.472  -0.988